[1]
Entry from the Open Molecules 2025 dataset: a gas-phase ion, C4H8O3P (charge -1) (the ωB97M-V functional and the def2-TZVPD basis).

## Properties
2S+1 ... 3
Charge ... -1
HOMO-LUMO gap (alpha / beta) ... 6.4 / 8.1 eV

Atoms and positions in Å:
H -1.0751 3.0428 2.4297
H -2.1659 1.7914 2.1754
H 0.9704 -1.3927 -3.0609
H -1.0366 -0.7742 1.0429
C 1.2183 -1.9017 -2.1974
P -0.0892 1.5899 0.6101
H 2.2128 -1.5048 -1.9261
H -0.4647 1.2467 2.8200
C -1.0905 1.9314 2.1657
O 1.3630 1.5463 0.9834
H -0.0826 -2.6353 -0.5669
H 1.3548 -3.0555 -2.4626
O -0.1230 -0.5607 -0.7572
C 0.1585 -1.7632 -1.1748
O -0.4462 2.5620 -0.4419
C -0.7042 -0.1224 0.3605

These are the natural (NBO) partial charges, in e, on atoms 1 to 6:
1. H 0.222
2. H 0.209
3. H 0.209
4. H 0.137
5. C -0.668
6. P 2.129

---

[2]
Entry from the Open Molecules 2025 dataset: a molecular structure, C4H8O3Rh (the ωB97M-V functional and the def2-TZVPD basis).

## Properties
2S+1 ... 6
Charge ... +2
HOMO-LUMO gap (alpha / beta) ... 8.7 / 7.1 eV

Atoms and positions in Å:
H 2.1696 1.6138 1.5873
O 0.5504 0.5121 0.9182
Rh -0.5438 -1.1206 1.1114
H -0.3193 2.0398 -0.2112
O -1.2278 -0.5611 -0.8498
H 0.5661 -0.4518 -1.9342
C -0.1249 0.1246 -1.3127
H 1.1266 1.2881 -1.2498
C -1.3308 -2.0217 -1.1142
H -2.3983 -2.1752 -1.3430
H 0.5457 2.2828 2.0042
H -0.7119 -2.2278 -2.0055
C 0.3121 1.1516 -0.3464
C 1.1456 1.3698 1.8960
O -0.9152 -2.6449 0.0074
H 1.1560 0.8206 2.8423

These are the natural (NBO) partial charges, in e, on atoms 1 to 6:
1. H 0.258
2. O -0.545
3. Rh 1.553
4. H 0.266
5. O -0.536
6. H 0.214

---

[3]
Entry from the Open Molecules 2025 dataset: a single C4H8O3S2 molecule (the ωB97M-V functional and the def2-TZVPD basis).

## Properties
SMILES ... O=[S@]1(=S)CC[C@@H](O)[C@H]1O
HOMO-LUMO gap ... 9.9 eV

Atoms and positions in Å:
S -1.8961 0.4095 -0.3205
H -0.6908 2.4382 0.0539
H 1.4993 0.6932 0.7455
H 1.1479 0.9177 -0.8660
C -0.4686 1.4023 0.3374
H -0.8657 -1.0815 1.0796
H -0.5270 1.5677 1.3587
C 0.7943 0.6691 0.0400
H -0.4125 -0.7429 -2.1441
O -1.1555 -2.3025 -1.1518
C -0.6905 -0.9987 -1.0564
H -0.5769 -2.8506 -0.6265
O 0.0324 -1.3767 1.1732
S -3.0637 -0.2361 1.0868
C 0.4681 -0.8473 -0.0723
O -2.5289 1.0586 -1.3980
H 1.4605 -1.2562 -0.4926

These are the natural (NBO) partial charges, in e, on atoms 1 to 6:
1. S 1.505
2. H 0.261
3. H 0.228
4. H 0.208
5. C -0.623
6. H 0.465

---

[4]
Entry from the Open Molecules 2025 dataset: a molecular structure, C4H8O3Sn (the ωB97M-V functional and the def2-TZVPD basis).

## Properties
Charge ... +2
HOMO-LUMO gap ... 8.0 eV

Atoms and positions in Å:
Sn -2.2477 -2.0398 0.1854
H 1.3361 0.2994 -2.9801
H -0.8435 0.5749 -1.6936
C -0.8966 -0.2391 2.0838
C 0.0299 0.8616 1.9175
C 1.3437 0.5131 -1.9011
O -0.0516 -1.2070 -1.2522
H 0.3143 0.8431 0.6480
O -1.5450 -0.6439 1.0961
H 1.3744 1.6104 -1.8042
H -0.4395 1.8372 2.0678
H 2.1926 0.0533 -1.3865
O -0.8810 -2.2383 -1.0332
H 0.9275 0.7077 2.5320
H -0.6752 -1.0044 2.8454
C 0.0617 0.0718 -1.3252

These are the natural (NBO) partial charges, in e, on atoms 1 to 6:
1. Sn 1.640
2. H 0.339
3. H 0.232
4. C 0.603
5. C -0.701
6. C -0.721

---

[5]
Entry from the Open Molecules 2025 dataset: 2 unconnected molecules or ions with the total composition C4H8O4 (the ωB97M-V functional and the def2-TZVPD basis).

## Properties
SMILES ... O=CCCC(=O)O.O
HOMO-LUMO gap ... 10.5 eV

Atoms and positions in Å:
C -1.3806 0.3323 2.0064
O 0.2115 1.9652 -2.4655
O 1.6535 0.1677 -0.8200
H -0.7980 0.3586 -0.5814
C -0.4953 -0.6276 -0.2086
H -1.1740 -1.2609 -0.7874
H -0.9882 -1.7565 1.6800
H 0.8563 1.2611 -2.2829
H 0.7512 2.6947 -2.1035
O -1.0857 0.5900 3.1471
H 2.6059 -0.0057 -0.8886
C -0.6153 -0.7970 1.3206
C 0.9055 -0.9528 -0.6355
O 1.3798 -2.0466 -0.5963
H -2.2306 0.8120 1.5086
H 0.4038 -0.7346 1.7070

These are the natural (NBO) partial charges, in e, on atoms 1 to 6:
1. C 0.439
2. O -0.942
3. O -0.724
4. H 0.247
5. C -0.534
6. H 0.241

---

[6]
Entry from the Open Molecules 2025 dataset: a single C4H8OS molecule (the ωB97M-V functional and the def2-TZVPD basis).

## Properties
SMILES ... C=CSCOC
HOMO-LUMO gap ... 9.3 eV

Atoms and positions in Å:
H 1.4611 -2.1754 -2.0893
H -0.5989 0.7073 3.0860
C -0.4733 0.5736 2.0455
S -0.0142 2.0795 -0.5861
H -1.1945 0.6116 -1.8769
H -0.5327 -0.3248 1.5374
H 0.2554 -2.3174 -0.5244
H -0.2232 2.6930 1.8078
H 1.8975 -1.4538 -0.4990
O 0.3588 -0.4093 -1.5990
C 0.9700 -1.7183 -1.0728
C -0.4920 0.2873 -1.1174
H -1.2709 -0.2393 -0.4775
C -0.1431 1.6860 1.3657

These are the natural (NBO) partial charges, in e, on atoms 1 to 6:
1. H 0.217
2. H 0.216
3. C -0.473
4. S 0.045
5. H 0.164
6. H 0.193

---

[7]
Entry from the Open Molecules 2025 dataset: a single C4H8OS molecule (the ωB97M-V functional and the def2-TZVPD basis).

## Properties
SMILES ... C1CSCCO1
HOMO-LUMO gap ... 9.7 eV

Atoms and positions in Å:
H 2.2474 0.3987 0.4855
H 1.1536 0.3708 -1.6269
C 1.0267 -0.4779 -1.0014
H -0.9832 -0.9977 1.1678
C -0.9463 0.9510 0.2775
O 0.4212 1.2345 0.5876
H -2.3481 -0.5939 0.2757
C -1.2973 -0.4910 0.2775
C 1.1980 0.0927 0.3753
H 1.8353 -1.1925 -1.1234
H -1.1745 1.4059 -0.6747
H -1.5161 1.4089 1.0662
S -0.5572 -1.3528 -1.1697
H 0.9403 -0.7566 1.0830

These are the natural (NBO) partial charges, in e, on atoms 1 to 6:
1. H 0.201
2. H 0.213
3. C -0.562
4. H 0.214
5. C -0.089
6. O -0.523

---

[8]
Entry from the Open Molecules 2025 dataset: 3 unconnected molecules or ions with the total composition C4H8OS (the ωB97M-V functional and the def2-TZVPD basis).

## Properties
HOMO-LUMO gap ... 4.8 eV

Atoms and positions in Å:
H -3.1454 1.1568 -0.7135
H 0.8011 -1.2865 1.3386
S 4.5601 0.1381 0.1067
H -2.4291 -1.4552 -0.2596
C -1.7708 -0.6235 -0.4798
C 0.9237 -0.3403 0.8235
H 2.5979 0.5135 -0.1410
C -2.2317 0.6750 -0.3524
O -1.6601 1.5402 0.5818
H -1.0061 -0.8478 -1.2128
H 1.9522 -0.9407 -0.9635
C 1.7332 -0.1558 -0.2424
H -0.8918 1.1299 0.0984
H 0.5668 0.4962 1.4162

These are the natural (NBO) partial charges, in e, on atoms 1 to 6:
1. H 0.172
2. H 0.216
3. S -0.101
4. H 0.236
5. C -0.727
6. C -0.302

---

Q: Which calculated total energy values were calculated for the entries above? A: -724.23128, -492.45309, -1179.20669, -596.28415, -458.16718, -630.48050, -630.60048, -630.24879, in hartree.
Q: Which ΔE to the lowest compared entry with this formula, charge and spin values were calculated for the entries above? A: 0.0, 0.0, 167.3, 599.7, 173.2, 405.4, 90.4, 1013.8, in kJ/mol.